No. 1
Entry from the OMol25 dataset: a cluster of 3 separate species, C35H18F9NO4PS in total at a distorted geometry (the ωB97M-V functional and the def2-TZVPD basis).

```
69
Properties=species:S:1:pos:R:3:forces:R:3
C -3.0657 -0.5018 -4.7392 -6.4 5.4 -6.1
C -3.9275 0.3995 -5.4343 5.0 -6.1 3.5
P -5.0865 1.3598 -6.6714 3.7 0.2 1.6
N -4.6676 3.0906 -6.7538 2.5 -1.1 5.9
C -4.0857 3.5273 -5.5568 -3.8 1.7 0.4
S -3.9863 4.3895 -4.0552 0.2 -3.7 -6.2
C -6.9047 0.9868 -6.2144 -1.8 -3.4 1.2
F -7.3836 -0.0334 -7.2190 1.4 3.6 3.0
F -6.8925 0.2409 -4.9010 -0.1 2.7 -4.2
C -7.8770 2.3013 -6.0999 1.2 2.7 0.2
F -7.8801 3.0167 -7.4157 -0.2 -2.7 4.4
F -7.2155 3.2609 -5.1378 -1.9 -3.3 -3.0
C -9.3698 2.0145 -5.4864 -2.4 2.4 1.6
F -9.3685 1.6614 -4.0237 0.4 1.1 -5.4
F -10.1199 3.3224 -5.5837 2.7 -4.3 0.2
C -10.2667 0.9207 -6.3140 -3.2 -1.8 -0.2
F -9.9875 -0.4129 -5.7028 -0.8 4.5 -2.7
F -11.7339 1.1909 -6.0764 5.5 -1.0 -0.8
F -10.0908 0.9596 -7.7903 -0.2 -0.3 5.5
H -2.4122 -1.4613 -4.4605 -1.4 2.6 -0.2
H -4.8511 0.8198 -8.0170 -0.5 0.5 1.3
C 1.2986 0.5710 1.1209 0.0 -0.3 0.0
C 0.5844 0.9008 -0.0306 -0.1 -0.4 -0.2
C 0.1102 -0.1076 -0.8712 0.1 0.3 0.2
C 0.3616 -1.4507 -0.5656 0.0 0.5 0.0
C 1.0968 -1.7794 0.5726 0.1 0.6 0.2
C 1.5566 -0.7666 1.4243 -0.1 0.2 -0.2
C 1.4104 -3.1902 0.8783 0.8 -0.4 1.3
O 2.0532 -3.4801 1.8798 -0.4 0.2 -0.6
C 0.9461 -4.2452 -0.0446 0.0 -0.7 -0.2
C 1.2858 -5.5818 0.2022 -0.1 -0.2 -0.2
C 0.8396 -6.5872 -0.6583 0.0 0.4 0.2
C 0.0473 -6.2629 -1.7592 0.0 0.4 0.0
C -0.2879 -4.9316 -2.0105 0.1 -0.3 0.1
C 0.1709 -3.9199 -1.1565 -0.1 -0.5 -0.2
C -0.1592 -2.5114 -1.4509 -0.5 0.2 -0.7
O -0.8516 -2.2250 -2.4209 0.0 0.0 0.1
H 1.6602 1.3565 1.7809 0.0 -0.2 -0.1
H 0.3942 1.9439 -0.2738 0.0 -0.2 0.1
H -0.4511 0.1572 -1.7657 0.1 -0.2 0.2
H 2.1195 -1.0163 2.3220 -0.3 -0.1 -0.3
H 1.9013 -5.8439 1.0612 -0.2 0.2 -0.2
H 1.1088 -7.6239 -0.4678 0.0 0.2 0.0
H -0.3065 -7.0466 -2.4255 0.1 0.2 0.1
H -0.9028 -4.6855 -2.8746 0.2 0.1 0.3
C 6.0986 4.9710 6.9009 0.0 -0.4 0.0
C 5.3844 5.3008 5.7494 -0.1 -0.3 -0.1
C 4.9102 4.2924 4.9088 0.1 0.3 0.2
C 5.1616 2.9493 5.2144 0.1 0.6 0.1
C 5.8968 2.6206 6.3526 0.0 0.6 0.2
C 6.3566 3.6334 7.2043 -0.1 0.3 -0.1
C 6.2104 1.2098 6.6583 0.8 -0.3 1.3
O 6.8532 0.9199 7.6598 -0.4 0.2 -0.6
C 5.7461 0.1548 5.7354 0.0 -0.7 -0.2
C 6.0858 -1.1818 5.9822 -0.1 -0.3 -0.2
C 5.6396 -2.1872 5.1217 0.1 0.4 0.2
C 4.8473 -1.8629 4.0208 0.0 0.3 0.0
C 4.5121 -0.5316 3.7695 0.1 -0.3 0.1
C 4.9709 0.4801 4.6235 -0.1 -0.6 -0.2
C 4.6408 1.8886 4.3291 -0.7 0.3 -1.0
O 3.9484 2.1750 3.3591 0.3 -0.2 0.4
H 6.4602 5.7565 7.5609 -0.1 -0.2 -0.1
H 5.1942 6.3439 5.5062 0.0 -0.2 0.0
H 4.3489 4.5572 4.0143 0.1 -0.2 0.2
H 6.9195 3.3837 8.1020 -0.1 -0.1 -0.3
H 6.7013 -1.4439 6.8412 -0.2 0.2 -0.2
H 5.9088 -3.2239 5.3122 0.0 0.2 0.0
H 4.4935 -2.6466 3.3545 0.0 0.2 0.1
H 3.8972 -0.2855 2.9054 0.3 0.1 0.3
```
Forces are in eV/Å.

Output
HOMO: -0.39812 hartree
Multiplicity: 1
Total charge: +1
LUMO: -5.75 eV
Max |F|: 0.201 hartree/bohr
Kohn-Sham gap: 0.1869 hartree

No. 2
Entry from the OMol25 dataset: a structure of composition C35H20N8NbO7SSe at a distorted geometry (the ωB97M-V functional and the def2-TZVPD basis).

```
73
Properties=species:S:1:pos:R:3:forces:R:3
Nb 11.8752 2.9840 14.8133 -0.7 -0.9 -0.2
S 13.0812 4.9986 16.1929 -0.6 -1.4 0.2
C 13.4354 5.4917 14.6001 1.3 -0.2 -1.4
C 14.1137 6.6827 14.3272 -0.5 0.0 -0.3
C 14.3863 7.0281 13.0153 0.7 0.5 -0.5
C 13.9929 6.1552 11.9930 -0.8 -0.7 -0.6
C 13.3275 4.9517 12.3291 1.1 1.3 -0.6
N 13.1814 4.5867 13.5955 -1.0 0.0 1.8
H 14.3579 7.3192 15.1622 0.1 0.2 0.0
H 14.9394 7.9850 12.7762 -0.8 -1.3 0.3
H 14.1166 6.3787 10.9133 0.0 0.0 1.0
H 12.9462 4.2813 11.5641 0.2 0.0 0.1
C 5.7916 2.5167 13.2868 -0.4 -0.5 0.5
C 6.0951 2.4220 11.9454 1.8 0.7 -0.5
C 7.4740 2.3267 11.6154 -0.7 -0.6 0.4
C 8.4554 2.1639 12.6285 -1.6 0.5 -0.6
N 8.1145 2.3078 13.8975 -0.8 -1.0 1.1
C 6.7935 2.3688 14.2303 1.7 1.5 -0.6
C 9.8211 1.7363 12.2723 1.1 -0.2 -0.7
C 9.9052 0.8629 11.1514 -0.4 0.4 0.6
C 11.0963 0.4291 10.6070 0.4 0.1 -0.1
C 12.2756 0.9344 11.1168 0.9 -0.1 1.0
C 12.2371 1.6138 12.3428 -0.3 0.4 -0.4
C 11.0326 2.0694 12.9459 1.0 0.1 -0.2
H 4.7759 2.7152 13.6025 0.0 -0.2 0.1
H 5.3007 2.5340 11.2023 0.5 -0.1 0.1
H 7.8261 2.3225 10.5965 -0.3 0.0 -0.2
H 6.6309 2.5240 15.2874 -0.3 -0.3 0.1
H 8.9941 0.5379 10.6606 0.0 -0.1 0.3
H 11.1227 -0.3197 9.8225 -0.2 0.4 -0.2
H 13.2738 0.7779 10.6864 -0.6 -0.3 0.0
H 13.2369 1.7849 12.7862 -0.6 0.3 -0.1
Se 15.5048 -4.2277 15.1665 0.1 -0.1 0.1
N 16.1650 -2.5731 14.8816 -3.5 0.7 1.4
C 15.0440 -1.7950 15.1140 1.7 0.2 -1.7
C 15.0952 -0.3032 15.0956 -0.5 0.0 0.2
C 16.3071 0.3757 15.0721 0.8 0.8 0.2
C 16.3762 1.7764 15.1791 -0.8 -1.7 -0.3
C 15.1982 2.5118 15.1809 -0.5 -1.1 0.0
N 14.0057 1.8951 15.0970 -1.2 -1.8 0.8
C 13.9194 0.4856 15.1772 1.8 0.5 -1.0
C 12.6495 -0.2191 15.2139 -1.3 -1.2 -0.1
N 11.5566 0.5589 15.1724 0.2 -0.6 0.4
C 10.3309 0.0107 15.3721 -0.2 1.2 0.0
C 10.1319 -1.3500 15.5363 0.8 -1.0 -0.2
C 11.2423 -2.2002 15.4043 0.0 0.7 0.5
C 12.5282 -1.6871 15.2931 0.8 2.8 -0.2
C 13.7820 -2.4521 15.2385 -0.6 -0.6 1.7
N 13.7932 -3.7627 15.4965 1.4 0.9 -1.4
H 17.2332 -0.2101 15.0285 -0.4 0.3 0.0
H 17.3409 2.2078 15.2184 0.6 0.7 0.1
H 15.1473 3.5799 15.2918 0.1 0.2 -0.2
H 9.5133 0.7575 15.4241 0.5 -0.8 -0.2
H 9.1868 -1.8691 15.7679 0.3 1.0 -0.3
H 11.1028 -3.2596 15.4884 0.1 -0.4 0.0
O 8.5511 2.2028 16.9213 0.8 0.5 0.2
C 9.3712 3.0103 16.5702 -1.0 -0.2 0.1
O 10.6285 2.6410 16.1984 0.4 0.4 0.1
C 9.1191 4.4459 16.3692 1.1 0.3 -0.7
C 8.2210 5.1932 17.1024 -0.5 0.6 0.3
C 7.9438 6.5362 16.7572 1.1 -1.3 0.4
C 8.4168 7.1273 15.6031 1.0 -1.5 0.6
C 9.3565 6.3447 14.9370 0.5 0.4 -0.8
C 9.8478 5.0773 15.3232 -1.2 0.6 -1.3
O 10.7202 4.4998 14.4740 -1.3 -0.1 1.1
N 9.7965 6.8951 13.6448 0.7 1.5 -1.9
O 11.0357 6.9525 13.3407 -4.1 -0.2 0.8
O 8.8275 7.3428 12.9621 3.1 -1.1 1.3
N 7.4404 7.3839 17.8076 -1.4 -0.5 1.3
O 7.1511 6.8280 18.8831 0.4 1.3 -1.5
O 7.3392 8.5632 17.5377 -0.1 -0.2 0.6
H 7.7440 4.7912 18.0060 0.3 0.1 -0.5
H 8.1918 8.1414 15.3402 -0.1 0.2 -0.2
```
Forces are in eV/Å.

Output
HOMO: -0.40019 hartree
Multiplicity: 1
Total charge: +1
Energy above the lowest of the compared OMol25 structures with the same formula, charge and spin: 78.9 kJ/mol
LUMO: -4.80 eV
Max |F|: 0.081 hartree/bohr
Kohn-Sham gap: 0.2240 hartree

> Which of these has the lowest Kohn-Sham gap?

C35H18F9NO4PS